Entry A
ORCA calculation (ωB97M-V/def2-TZVPD) on the molecule C5H6O.

Output
Spin multiplicity   1
Charge   0
HOMO energy   -0.364 hartree
SMILES   C#C[C@@H](C)C=O
LUMO   0.88 eV
Gap between HOMO and LUMO   10.789 eV

Each line ends with the Löwdin charge.
Geometry (Å):
C -1.8334 -0.7976 -1.4575  0.128
C -1.0757 -0.3732 -0.6232  -0.122
C -0.1535 0.1876 0.3728  -0.353
C 0.9564 -0.7717 0.8022  -0.062
C 0.4147 1.5007 -0.1636  -0.227
O 1.5770 1.8058 -0.0811  0.068
H -2.5089 -1.1819 -2.1904  0.029
H -0.7553 0.4686 1.2522  0.153
H 0.5329 -1.6881 1.2210  0.084
H 1.5873 -1.0334 -0.0515  0.091
H 1.5892 -0.2915 1.5527  0.082
H -0.3307 2.1746 -0.6336  0.130

***

Entry B
ORCA calculation (ωB97M-V/def2-TZVPD) on the molecule C5H6O.

Output
Spin multiplicity   1
Charge   0
HOMO energy   -0.369 hartree
SMILES   C#CC[C@@H]1CO1
LUMO   1.04 eV
Gap between HOMO and LUMO   11.082 eV

Each line ends with the Löwdin charge.
Geometry (Å):
C 1.7193 -2.4895 -0.5151  0.070
C 0.8139 -1.6770 -0.3032  -0.114
C -0.3115 -0.6465 -0.0465  -0.180
C -0.0305 0.8226 -0.2009  -0.210
C -0.4289 1.8578 0.9698  -0.070
O -1.3921 1.5184 -0.0866  -0.129
H 2.4500 -3.2952 -0.7875  0.045
H -0.6604 -0.7956 1.0511  0.143
H -1.1757 -0.7169 -0.7645  0.132
H 0.5356 1.1547 -1.0481  0.123
H -0.6265 1.4793 1.9704  0.100
H 0.0404 2.8221 0.8457  0.089

***

Entry C
ORCA calculation (ωB97M-V/def2-TZVPD) on the molecule C5H6O.

Output
Spin multiplicity   1
Charge   0
HOMO energy   -0.373 hartree
LUMO   1.00 eV
Gap between HOMO and LUMO   11.155 eV

Each line ends with the Löwdin charge.
Geometry (Å):
C 2.2599 -0.3327 0.0689  0.004
C 1.6109 -0.0175 -0.9616  -0.016
C 0.4554 -0.6652 0.1260  -0.209
C -0.5258 0.4591 0.3511  -0.340
C -1.6315 0.6720 -0.5727  -0.106
O -1.8377 0.0467 0.6932  -0.039
H 2.9089 -0.5719 0.8910  0.081
H 0.6801 -1.1189 1.1057  0.123
H 0.0233 -1.4673 -0.4756  0.119
H -0.1377 1.3046 0.9226  0.150
H -1.7271 0.0187 -1.4401  0.119
H -2.0690 1.6635 -0.6806  0.113

***

Quick look at relative energies in kcal/mol: entry A 0.0; entry B 46.1; entry C 80.3.